91
Properties=species:S:1:pos:R:3:mulliken_charge:R:1 method="wB97M-V/def2-TZVPD" multiplicity=1 gap_ev=8.55 lumo_energy_ev=-9.9 total_charge=+4
C -3.325 1.894 -6.035 -1.3975
C -3.418 1.291 -4.672 0.4910
C -2.261 1.680 -3.699 -0.9280
O -2.593 1.236 -2.412 -0.1981
C -1.675 1.576 -1.422 -0.3940
N -4.822 1.682 -4.098 -0.2034
H -5.469 1.352 -4.800 0.4173
H -5.162 1.223 -3.265 0.2287
H -4.890 2.676 -3.931 0.3622
H -2.258 2.043 -6.200 0.3880
H -3.845 2.822 -6.273 0.3940
H -3.679 1.196 -6.793 0.4219
H -3.485 0.206 -4.756 0.0501
H -2.105 2.754 -3.800 0.6194
H -1.341 1.237 -4.080 0.3118
H -1.359 2.613 -1.313 -0.1410
H -0.735 1.041 -1.551 0.2643
H -2.085 1.232 -0.473 0.2700
C -4.209 -2.290 -2.886 -1.1377
C -3.226 -2.332 -1.708 0.3375
C -1.737 -2.429 -2.120 -1.0511
O -1.437 -1.370 -3.015 -0.0271
C -0.120 -1.448 -3.553 -0.9637
N -3.474 -1.165 -0.736 0.0534
H -2.633 -0.638 -0.551 -0.1425
H -4.209 -0.540 -1.034 0.3558
H -3.752 -1.608 0.129 0.4445
H -5.106 -2.886 -2.717 0.3838
H -3.813 -2.587 -3.857 0.3685
H -4.585 -1.304 -3.157 0.0595
H -3.316 -3.199 -1.054 0.4476
H -1.602 -3.342 -2.701 0.5930
H -1.038 -2.563 -1.294 0.3350
H 0.376 -0.752 -2.875 0.2618
H -0.128 -1.120 -4.592 0.2749
H 0.440 -2.379 -3.460 0.3958
C -1.002 -2.284 5.447 -1.2812
C -1.035 -0.793 5.094 0.2699
C 0.230 0.003 5.669 -0.8431
O 1.457 -0.544 5.023 -0.1588
C 2.506 0.404 5.128 -0.3958
N -0.998 -0.680 3.552 -0.1336
H -0.171 -1.039 3.098 0.0222
H -1.786 -1.111 3.091 0.3103
H -1.095 0.268 3.217 0.3034
H 0.044 -2.564 5.572 0.2995
H -1.550 -2.968 4.800 0.4447
H -1.399 -2.410 6.454 0.3846
H -1.961 -0.218 5.099 0.3632
H 0.235 -0.172 6.745 0.3914
H 0.154 1.081 5.527 0.4845
H 3.054 0.378 6.070 0.2910
H 2.281 1.456 4.954 0.2986
H 3.261 0.092 4.406 -0.0748
C 3.013 2.639 0.229 -1.2795
C 2.071 3.657 0.822 0.0586
C 1.055 4.215 -0.247 -0.3769
O 0.110 5.064 0.422 -0.3709
C -0.803 5.702 -0.520 -0.6861
N 1.265 2.987 1.919 -0.0648
H 0.624 3.704 2.226 0.4398
H 0.771 2.166 1.599 0.0053
H 1.904 2.659 2.629 0.2691
H 3.922 3.103 -0.154 0.3872
H 2.484 2.090 -0.549 0.2828
H 3.239 1.819 0.911 0.4171
H 2.637 4.362 1.430 0.5258
H 0.607 3.416 -0.839 0.1147
H 1.683 4.852 -0.870 0.4054
H -1.634 5.978 0.128 0.2784
H -1.092 5.050 -1.344 0.2365
H -0.408 6.669 -0.832 0.3171
C 5.167 -3.979 -0.753 -1.3280
C 3.844 -3.825 0.044 0.0397
C 4.124 -3.437 1.533 -0.6946
O 4.471 -2.077 1.758 -0.3938
C 4.254 -1.710 3.058 -0.6900
N 3.047 -2.694 -0.628 -0.0533
H 2.247 -2.364 -0.107 -0.1804
H 3.593 -1.844 -0.639 0.4165
H 2.866 -3.036 -1.561 0.3521
H 4.977 -4.262 -1.789 0.4109
H 5.874 -4.674 -0.299 0.3983
H 5.787 -3.085 -0.687 0.3894
H 3.149 -4.656 -0.083 0.4006
H 4.823 -4.137 1.991 0.4833
H 3.186 -3.561 2.076 0.4121
H 3.193 -1.495 3.189 -0.0243
H 4.842 -0.820 3.281 0.4453
H 4.332 -2.473 3.833 0.4047
Br 0.627 -0.702 0.629 -0.6697